1.
Density functional theory data (the ωB97M-V functional and the def2-TZVPD basis) for the ion C4H12NO2 with charge +1.

Computed properties:
HOMO energy = -0.576 Eh
Kohn-Sham gap = 13.0 eV

ORCA input file:
```
! RIJCOSX wB97M-V def2-TZVPD def2/J DEFGRID3
* xyz 1 1
O 0.831 -0.591 0.770
O -0.836 -0.260 -0.774
N -0.013 0.305 0.083
C -0.637 1.137 1.055
C -2.091 -0.819 -0.169
C 0.851 1.232 -0.968
C 1.839 -1.356 0.121
H -1.683 1.359 0.723
H -2.380 -1.526 -0.849
H -0.144 2.054 1.254
H 2.358 -1.940 0.878
H 0.312 1.966 -1.447
H 1.748 1.564 -0.396
H 2.494 -0.521 -0.237
H 0.957 0.440 -1.742
H -0.720 0.435 1.844
H -2.898 -0.105 -0.015
H 1.583 -2.002 -0.713
H -1.714 -1.390 0.809
*
```

Charges per atom according to Löwdin partitioning, unit e: O -0.087; O -0.093; N -0.369; C 0.044; C 0.050; C 0.141; C -0.014; H 0.134; H 0.065; H 0.116; H 0.115; H 0.078; H 0.130; H 0.097; H 0.119; H 0.110; H 0.098; H 0.103; H 0.160



2.
Density functional theory data (the ωB97M-V functional and the def2-TZVPD basis) for a cluster of 2 separate species, C4H12NO2 in total.

Computed properties:
HOMO energy = -0.528 Eh
Kohn-Sham gap = 10.6 eV

ORCA input file:
```
! RIJCOSX wB97M-V def2-TZVPD def2/J DEFGRID3
* xyz 1 1
O -1.708 0.182 -1.534
O 2.327 -0.092 -0.654
N 0.091 0.566 0.669
C -2.115 0.854 -0.369
C 1.425 -2.014 0.492
C 1.314 -0.849 -0.384
C -0.947 1.612 0.265
H 3.077 -0.158 -0.033
H -1.277 2.131 1.165
H 1.960 -1.815 1.419
H -1.734 0.788 -2.283
H -0.483 2.306 -0.431
H -2.463 0.076 0.321
H 2.027 -2.734 -0.080
H -2.949 1.539 -0.551
H -0.388 -0.103 1.268
H 0.564 -0.838 -1.178
H 0.810 1.036 1.216
H 0.468 -2.485 0.684
*
```

Charges per atom according to Löwdin partitioning, unit e: O -0.056; O 0.123; N 0.052; C -0.255; C -0.008; C -0.193; C -0.141; H 0.163; H 0.124; H 0.108; H 0.106; H 0.124; H 0.125; H 0.127; H 0.131; H 0.108; H 0.140; H 0.117; H 0.105



3.
Density functional theory data (the ωB97M-V functional and the def2-TZVPD basis) for a cluster of 2 separate species, C4H12NO2 in total.

Computed properties:
HOMO energy = -0.522 Eh
Kohn-Sham gap = 11.1 eV

ORCA input file:
```
! RIJCOSX wB97M-V def2-TZVPD def2/J DEFGRID3
* xyz 1 1
O 0.162 -2.859 -0.150
O -1.683 2.190 -0.070
N -0.321 -0.061 -0.585
C 0.105 0.285 -2.026
C -0.660 2.172 0.463
C 0.235 0.908 0.543
C 0.178 0.171 1.886
H 0.929 -3.357 0.298
H -0.046 3.068 0.866
H 0.503 0.770 2.784
H -0.695 -0.357 2.444
H 1.265 0.369 -1.803
H -0.412 1.154 -2.459
H -0.349 -3.466 -0.736
H 0.975 -0.595 1.769
H 1.358 1.245 0.431
H -0.128 -0.319 -2.954
H -1.339 -0.296 -0.338
H -0.076 -1.024 -0.363
*
```

Charges per atom according to Löwdin partitioning, unit e: O -0.089; O 0.137; N 0.009; C 0.009; C -0.255; C -0.248; C -0.069; H 0.117; H 0.161; H 0.107; H 0.131; H 0.144; H 0.091; H 0.085; H 0.083; H 0.189; H 0.114; H 0.208; H 0.075



4.
Density functional theory data (the ωB97M-V functional and the def2-TZVPD basis) for a cluster of 2 separate species, C4H12NO2 in total.

Computed properties:
HOMO energy = -0.439 Eh
Kohn-Sham gap = 8.1 eV

ORCA input file:
```
! RIJCOSX wB97M-V def2-TZVPD def2/J DEFGRID3
* xyz 1 1
O -0.870 2.510 1.108
O 0.921 0.244 -0.164
N -0.078 -3.278 0.142
C -0.544 2.986 -1.174
C 0.529 -2.043 -0.483
C -0.396 3.302 0.102
C 0.503 -0.892 0.524
H 1.540 -2.301 -0.793
H 0.273 0.957 -0.084
H 1.195 -1.098 1.346
H -0.083 -1.770 -1.336
H 0.390 -3.483 1.031
H -1.273 2.259 -1.521
H 0.072 3.492 -1.892
H -1.068 -3.134 0.352
H 0.004 -4.102 -0.456
H -0.505 -0.782 0.943
H -0.790 2.964 1.952
H 0.180 4.167 0.404
*
```

Charges per atom according to Löwdin partitioning, unit e: O -0.014; O -0.032; N 0.193; C 0.008; C -0.107; C -0.274; C -0.261; H 0.143; H 0.048; H 0.130; H 0.141; H 0.176; H 0.073; H 0.062; H 0.174; H 0.176; H 0.135; H 0.109; H 0.120



Most stable pick: 2. Distance to second place: 18.0 kJ/mol.



1.
Density functional theory data (the ωB97M-V functional and the def2-TZVPD basis) for the molecule C4H11NS.

Computed properties:
HOMO energy = -0.305 Eh
Kohn-Sham gap = 9.3 eV

ORCA input file:
```
! RIJCOSX wB97M-V def2-TZVPD def2/J DEFGRID3
* xyz 0 1
S -2.480 -0.914 0.664
N 0.658 0.819 0.661
C 0.907 -0.104 -0.431
C -1.213 -1.586 -0.511
C 0.307 -1.465 -0.151
C 0.685 2.236 0.428
H -1.896 0.258 0.808
H 0.401 -1.738 0.901
H 2.004 -0.133 -0.594
H 0.093 0.471 1.397
H -1.444 -1.096 -1.452
H -1.391 -2.654 -0.609
H 0.603 0.351 -1.379
H 1.709 2.551 0.236
H 0.120 2.527 -0.479
H 0.789 -2.255 -0.721
H 0.150 2.732 1.231
*
```

Charges per atom according to Löwdin partitioning, unit e: S 0.680; N -0.153; C -0.265; C -0.526; C -0.236; C -0.138; H -0.197; H 0.106; H 0.113; H 0.066; H 0.054; H 0.058; H 0.108; H 0.073; H 0.074; H 0.103; H 0.078



2.
Density functional theory data (the ωB97M-V functional and the def2-TZVPD basis) for a cluster of 2 separate species, C4H11NS in total.

Computed properties:
HOMO energy = -0.308 Eh
Kohn-Sham gap = 9.2 eV

ORCA input file:
```
! RIJCOSX wB97M-V def2-TZVPD def2/J DEFGRID3
* xyz 0 1
S -1.795 0.247 2.172
N -0.211 -2.564 -2.556
C -0.155 1.073 2.129
C 1.365 -0.900 -1.897
C 0.189 -1.494 -1.702
C -0.263 2.518 1.635
H 1.727 -0.164 -1.201
H -1.054 3.030 2.181
H 0.280 1.053 3.129
H -0.440 -1.403 -0.831
H 0.713 2.971 1.784
H -0.527 2.542 0.580
H 0.236 -2.435 -3.449
H 1.984 -1.200 -2.729
H -1.401 -0.959 1.713
H -1.181 -2.809 -2.477
H 0.536 0.494 1.519
*
```

Charges per atom according to Löwdin partitioning, unit e: S 0.662; N 0.019; C -0.617; C -0.037; C -0.278; C -0.181; H 0.030; H 0.062; H 0.056; H 0.082; H 0.068; H 0.066; H 0.073; H 0.046; H -0.171; H 0.067; H 0.054



Most stable pick: 1. Distance to second place: 23.4 kJ/mol.



1.
Density functional theory data (the ωB97M-V functional and the def2-TZVPD basis) for the molecule C4H11NS.

Computed properties:
HOMO energy = -0.310 Eh
Kohn-Sham gap = 9.4 eV

ORCA input file:
```
! RIJCOSX wB97M-V def2-TZVPD def2/J DEFGRID3
* xyz 0 1
S 0.073 1.351 1.965
N -0.114 0.249 -2.497
C -0.962 -0.604 -1.657
C -0.122 0.932 0.211
C -0.615 -0.499 -0.129
C 1.213 0.134 2.757
H 2.213 0.576 2.855
H -0.162 -0.017 -3.472
H 1.267 -0.732 2.093
H -0.885 -1.664 -1.915
H 0.042 -1.323 0.173
H 0.851 0.097 -2.222
H -0.982 1.515 -0.113
H 0.709 1.158 -0.447
H -1.991 -0.216 -1.747
H -1.561 -0.633 0.410
H 1.027 -0.325 3.734
*
```

Charges per atom according to Löwdin partitioning, unit e: S 0.782; N -0.026; C -0.284; C -0.538; C -0.253; C -0.406; H 0.021; H 0.064; H 0.015; H 0.099; H 0.092; H 0.062; H 0.071; H 0.057; H 0.109; H 0.100; H 0.035



2.
Density functional theory data (the ωB97M-V functional and the def2-TZVPD basis) for the molecule C4H11NS.

Computed properties:
HOMO energy = -0.323 Eh
Kohn-Sham gap = 9.8 eV

ORCA input file:
```
! RIJCOSX wB97M-V def2-TZVPD def2/J DEFGRID3
* xyz 0 1
S -1.451 -1.456 0.817
N 1.665 -0.866 0.357
C 1.120 1.282 -0.744
C 0.191 2.067 -1.610
C 0.607 -0.020 -0.245
C -0.600 0.137 0.658
H -0.618 2.555 -1.040
H 1.434 2.044 -0.027
H -2.543 -0.951 1.325
H -0.222 1.410 -2.387
H -0.414 0.388 1.642
H 0.697 2.864 -2.175
H 1.979 1.130 -1.379
H 0.251 -0.616 -1.082
H 1.984 -0.399 1.214
H 2.412 -0.832 -0.297
H -1.302 0.974 0.287
*
```

Charges per atom according to Löwdin partitioning, unit e: S 0.720; N 0.042; C -0.270; C -0.130; C -0.517; C -0.527; H 0.073; H 0.122; H -0.176; H 0.084; H 0.034; H 0.079; H 0.106; H 0.121; H 0.083; H 0.051; H 0.105



Most stable pick: 2. Distance to second place: 22.8 kJ/mol.



1.
Density functional theory data (the ωB97M-V functional and the def2-TZVPD basis) for a cluster of 2 separate species, C4H11NS in total.

Computed properties:
HOMO energy = -0.322 Eh
Kohn-Sham gap = 8.9 eV

ORCA input file:
```
! RIJCOSX wB97M-V def2-TZVPD def2/J DEFGRID3
* xyz 0 1
S -1.642 -1.700 -1.793
N 1.019 0.148 0.266
C -0.900 -1.815 -0.064
C -0.304 0.598 0.023
C -1.179 -0.459 0.653
C 1.909 1.440 0.455
H 2.942 0.937 0.250
H 0.094 -1.958 -0.195
H -2.313 -0.196 0.611
H -0.377 1.331 0.688
H 1.733 2.019 -0.425
H 1.739 2.108 1.185
H -0.483 1.062 -0.957
H -1.432 -2.685 0.387
H 1.255 -0.151 -0.690
H -1.355 0.093 -2.073
H -0.706 -0.772 1.679
*
```

Charges per atom according to Löwdin partitioning, unit e: S 0.530; N -0.109; C -0.556; C -0.396; C -0.267; C -0.052; H 0.115; H -0.006; H 0.133; H 0.059; H 0.051; H 0.027; H 0.078; H 0.077; H 0.102; H 0.069; H 0.145



2.
Density functional theory data (the ωB97M-V functional and the def2-TZVPD basis) for the molecule C4H11NS.

Computed properties:
HOMO energy = -0.331 Eh
Kohn-Sham gap = 10.0 eV

ORCA input file:
```
! RIJCOSX wB97M-V def2-TZVPD def2/J DEFGRID3
* xyz 0 1
S 2.988 -0.061 -1.524
N -2.622 0.634 0.871
C -1.350 0.539 0.106
C 0.621 -0.864 -0.435
C -0.566 -0.688 0.517
C 1.869 -0.060 -0.082
H 0.832 -1.939 -0.513
H -2.530 1.276 1.647
H 1.550 0.977 0.088
H -1.738 0.215 -0.896
H -0.187 -0.709 1.541
H 0.361 -0.571 -1.464
H -0.849 1.490 -0.064
H -3.361 0.934 0.253
H -1.267 -1.520 0.457
H 2.408 -0.591 0.695
H 3.842 0.937 -1.196
*
```

Charges per atom according to Löwdin partitioning, unit e: S 0.676; N -0.016; C -0.292; C -0.322; C -0.224; C -0.567; H 0.110; H 0.057; H 0.074; H 0.120; H 0.112; H 0.090; H 0.107; H 0.053; H 0.110; H 0.063; H -0.151



Most stable pick: 2. Distance to second place: 357.5 kJ/mol.